(1)
Below is 2 unconnected molecules or ions with the total composition C6H4F2NOS at a distorted geometry, with properties calculated with the ωB97M-V functional and the def2-TZVPD basis.

Cartesian coordinates (Å):
C  -1.810  0.350  -0.769
C  -1.469  -1.284  0.860
C  -1.031  -0.263  1.688
C  -1.816  -0.971  -0.542
C  -1.140  1.040  1.272
C  3.381  0.398  -1.809
N  -1.443  1.263  -0.043
O  1.380  0.649  -0.445
F  -2.564  -1.814  -1.241
F  -0.958  2.054  2.064
S  2.223  1.453  -1.318
H  -1.320  -2.373  1.202
H  -1.049  -0.537  2.749
H  3.311  -0.535  -1.357
H  4.304  0.572  -2.310

Computed properties:
E_tot ... -958.4729 Eh
Charge ... +1
Spin multiplicity ... 1
Strongest force on any atom ... 0.08843 Eh/bohr
Orbital gap ... 5.076 eV
Energy relative to the best compared isomer or geometry (same formula, charge and spin) ... 10.5 kcal/mol

=====

(2)
Below is a gas-phase ion, C6H4F3O3S (charge -1) at a distorted geometry, with properties calculated with the ωB97M-V functional and the def2-TZVPD basis.

Cartesian coordinates (Å):
C  -0.449  -0.601  0.202
C  0.908  0.032  -0.226
C  0.955  0.814  -1.393
C  2.079  1.395  -2.058
O  2.318  2.201  -2.872
S  3.649  0.946  -0.861
O  3.982  -0.237  -1.707
C  3.036  0.272  1.070
C  4.026  -0.830  1.358
F  3.994  -1.094  2.737
F  3.821  -2.069  0.834
F  5.309  -0.663  1.136
O  1.761  -0.263  0.802
H  -0.926  0.008  0.972
H  -1.245  -0.528  -0.611
H  -0.146  -1.635  0.433
H  0.026  0.643  -1.883

Computed properties:
E_tot ... -1154.4418 Eh
Charge ... -1
Spin multiplicity ... 1
SMILES string ... CC1=CC([O-])=S(=O)=C(C(F)(F)F)O1
Strongest force on any atom ... 0.10740 Eh/bohr
Orbital gap ... 6.973 eV
Energy relative to the best compared isomer or geometry (same formula, charge and spin) ... 68.3 kcal/mol

=====

(3)
Below is C6H4F4S2 in the gas phase at a distorted geometry, with properties calculated with the ωB97M-V functional and the def2-TZVPD basis.

Cartesian coordinates (Å):
F  -0.823  -2.646  -0.153
C  -0.498  -1.362  0.191
C  -0.782  -0.737  1.333
C  -0.365  0.613  1.594
F  -0.446  1.061  2.899
C  0.216  1.312  0.654
F  0.372  2.594  0.702
C  0.278  0.780  -0.701
S  -1.237  1.244  -1.613
C  0.367  -0.730  -0.906
F  0.028  -1.022  -2.187
S  2.103  -1.228  -0.396
H  -1.477  -1.165  2.052
H  1.063  1.329  -1.179
H  -0.815  2.435  -1.843
H  2.016  -2.477  -0.447

Computed properties:
E_tot ... -1426.7877 Eh
Charge ... 0
Spin multiplicity ... 1
SMILES string ... FC1=CC(F)=C(F)[C@H](S)[C@@]1(F)S
Strongest force on any atom ... 0.06709 Eh/bohr
Orbital gap ... 9.116 eV
Energy relative to the best compared isomer or geometry (same formula, charge and spin) ... 4.6 kcal/mol